[1]
Molecular formula: C5H10BrN2
Method: DFT, wB97M-V/def2-TZVPD

Its orbital gap is 7.54 eV. Its lowest unoccupied orbital energy is -0.1728 Eh. The calculation puts the HOMO energy at -0.450 Eh. The energy relative to the best compared isomer or geometry (same formula, charge and spin) comes out at 55.23 kcal per mole. Its charge is +1. The total energy is -78361.3715 eV. Its SMILES is C/[NH+]=C/CN/C=C/Br.

```
18
Properties=species:S:1:pos:R:3:forces:R:3
C 0.56008 0.38908 2.65590 -1.973 0.879 -1.217
N 0.54279 0.33579 1.14811 1.019 -1.072 1.153
C 1.09818 -0.59059 0.44208 -1.525 -0.089 -0.150
C 0.92997 -0.66783 -1.03407 1.902 -2.102 -0.702
N 0.37664 0.48527 -1.61266 -2.596 0.058 0.166
C -1.03562 0.51438 -1.91618 0.673 -0.250 1.916
C -1.91032 -0.04506 -1.07308 0.275 -0.478 1.318
Br -3.79193 -0.05476 -1.24578 0.474 0.113 -0.163
H -0.52958 0.41210 2.88661 0.759 -0.360 0.265
H 1.00347 -0.53616 2.91889 0.557 -0.470 1.010
H 0.94643 1.32891 3.10147 0.387 -0.779 -0.711
H -0.17367 0.89139 0.72146 0.131 0.912 -0.854
H 1.55424 -1.47629 0.88369 0.469 0.591 0.478
H 2.04259 -0.78066 -1.40208 -1.929 -0.011 0.527
H 0.39449 -1.70034 -1.31839 0.987 1.996 0.689
H 0.88457 0.84518 -2.35929 1.101 0.604 -1.292
H -1.30090 1.16196 -2.72233 -0.236 0.001 -0.564
H -1.59144 -0.51239 -0.07434 -0.474 0.459 -1.870
```
Positions in Å, forces in eV/Å.

---

[2]
Molecular formula: C3H11NS
Method: DFT, wB97M-V/def2-TZVPD

Its orbital gap is 10.00 eV. Its lowest unoccupied orbital energy is 0.0304 Eh. The calculation puts the HOMO energy at -0.337 Eh. The energy relative to the best compared isomer or geometry (same formula, charge and spin) comes out at 9.95 kcal per mole. Its charge is 0. The total energy is -15614.3191 eV. Its SMILES is CCN.CS.

```
16
Properties=species:S:1:pos:R:3:forces:R:3
C -1.24826 -1.52818 1.07447 1.006 -0.065 0.233
C -1.16930 -0.08959 1.53756 -0.772 0.314 0.214
N 0.15791 0.12628 2.10546 -0.164 -0.148 -0.024
H -2.20546 -1.95399 0.81907 -0.441 0.317 -0.130
H -0.55839 -1.67033 0.23732 -0.119 -0.130 -0.073
H -0.84626 -2.08760 1.91975 -0.032 -0.348 -0.093
H -1.46145 0.64092 0.77312 0.231 -0.166 -0.302
H -1.90332 0.06796 2.32767 -0.012 -0.049 0.236
H 0.29482 1.08671 2.38523 0.152 0.041 -0.138
H 0.85944 -0.15288 1.43182 0.160 0.241 0.047
C 1.71420 0.89714 -2.13339 0.523 0.113 0.060
S -0.03601 1.02959 -2.54083 -0.066 -0.165 -0.044
H 1.80816 0.59908 -1.09307 -0.157 0.090 0.129
H 2.24375 0.14145 -2.70985 -0.215 -0.033 -0.144
H 2.21801 1.85409 -2.26603 -0.020 -0.053 0.047
H 0.13216 1.03935 -3.86829 -0.073 0.040 -0.017
```
Positions in Å, forces in eV/Å.

---

[3]
Molecular formula: C3H6NPS
Method: DFT, wB97M-V/def2-TZVPD

Its orbital gap (alpha / beta) is 8.29 / 5.82 eV. Its lowest unoccupied orbital energy (alpha / beta) is -0.0497 / -0.0694 Eh. The calculation puts the HOMO energy (alpha / beta) at -0.354 / -0.283 Eh. The energy relative to the best compared isomer or geometry (same formula, charge and spin) comes out at 97.78 kcal per mole. Its charge is 0. The total energy is -24817.7148 eV.

```
12
Properties=species:S:1:pos:R:3:forces:R:3
C 1.12832 0.75437 0.13153 0.692 -0.820 1.942
C 0.10052 0.12816 -0.67868 0.956 -2.508 -1.226
C -1.14468 -0.49012 -0.13647 -1.281 -0.513 -3.889
N 0.28019 1.54044 -0.66321 -0.930 1.072 -0.853
P 2.78514 1.84628 -3.23021 0.097 -0.935 0.513
S 3.06060 0.16351 -2.34635 0.262 0.852 -1.050
H 0.92936 0.75779 1.24922 1.044 0.391 -1.349
H 2.07701 0.57093 -0.40537 0.077 0.465 1.676
H 0.64378 -0.49204 -1.51878 -1.695 1.381 1.121
H -1.55488 -0.21501 0.75204 -0.363 1.587 2.891
H -1.09724 -1.57008 -0.04958 0.288 -0.252 -0.454
H -1.97968 -0.21707 -0.86613 0.852 -0.719 0.676
```
Positions in Å, forces in eV/Å.

---

[4]
Molecular formula: C5H10NOS
Method: DFT, wB97M-V/def2-TZVPD

Its orbital gap is 6.25 eV. Its lowest unoccupied orbital energy is 0.1343 Eh. The calculation puts the HOMO energy at -0.095 Eh. The energy relative to the best compared isomer or geometry (same formula, charge and spin) comes out at 19.58 kcal per mole. Its charge is -1. The total energy is -19720.6963 eV. Its SMILES is CN(C)C(=O)CC[S-].

```
18
Properties=species:S:1:pos:R:3:forces:R:3
C -0.80580 -0.13618 1.40044 -0.420 -0.525 -0.776
N -0.13672 0.91340 0.61741 0.113 -1.401 0.524
C 0.86142 1.62781 1.38225 1.145 -0.012 -1.041
C 0.05373 0.75065 -0.73953 -1.417 1.763 -0.339
O 0.61562 1.65112 -1.36120 0.708 -0.490 -0.055
C -0.64497 -0.36947 -1.48460 0.939 -0.194 0.706
C 0.35181 -1.57244 -1.53987 -0.800 -0.823 0.716
S -0.05406 -3.01236 -0.43380 -0.204 0.201 -0.235
H -1.81610 -0.32259 1.02102 -0.113 0.529 0.243
H -0.39020 -1.14310 1.26078 0.564 0.212 0.327
H -0.84058 0.18102 2.43793 -0.056 -0.093 0.090
H 1.30435 2.40780 0.75298 -0.852 0.574 0.457
H 1.78333 1.05463 1.54041 -0.215 -0.736 0.315
H 0.46750 1.88091 2.35991 -0.034 0.594 -0.102
H -1.56372 -0.68163 -0.99665 -0.047 -0.098 -0.012
H -0.87097 0.01438 -2.47859 0.094 0.028 0.010
H 0.34415 -1.94697 -2.55687 0.455 0.069 -0.184
H 1.34120 -1.29697 -1.18201 0.140 0.403 -0.644
```
Positions in Å, forces in eV/Å.